{"formula": "C15H28F6N3O2SbW", "method": "ωB97M-V/def2-TZVPD", "relative_energy_kj_mol": 402.8, "total_charge": 3, "homo_energy_ev": [-18.6, -18.4], "orbital_gap_ev": [5.37, 5.32], "spin_multiplicity": 2, "lumo_ev": [-13.259, -13.120], "s_squared": 0.77, "symbols": ["W", "C", "C", "C", "C", "C", "C", "C", "C", "C", "H", "H", "H", "H", "H", "H", "H", "H", "H", "H", "H", "H", "N", "C", "C", "C", "C", "N", "H", "H", "H", "H", "H", "H", "H", "H", "H", "H", "H", "H", "N", "C", "C", "O", "O", "H", "H", "H", "H", "F", "Sb", "F", "F", "F", "F", "F"], "positions_angstrom": [[0.11040, 0.06593, -0.13221], [4.07655, -0.39896, 0.88664], [2.83764, -0.85988, 0.22066], [2.40831, -0.26630, -0.98766], [1.37648, -0.85643, -1.78493], [1.37662, -0.66307, -3.27710], [0.61989, -1.92427, -1.15194], [1.15269, -2.62865, -0.00185], [0.65100, -3.97497, 0.35422], [2.20243, -2.04305, 0.69012], [4.92587, -0.92595, 0.43200], [4.10563, -0.64944, 1.94412], [4.27132, 0.66218, 0.74738], [3.06262, 0.47672, -1.44741], [2.05564, -1.40370, -3.71170], [1.75927, 0.31283, -3.57229], [0.40703, -0.83848, -3.73764], [0.00534, -2.52856, -1.82807], [1.33866, -4.72386, -0.05369], [-0.32748, -4.19338, -0.06312], [0.63283, -4.14533, 1.42786], [2.66158, -2.57476, 1.51030], [-0.03697, 1.95203, -1.39713], [-1.38433, 2.55733, -1.63333], [-2.16945, 1.81679, -2.71098], [-2.28834, 0.30950, -2.48255], [-2.92856, -0.06085, -1.13879], [-1.98428, -0.91602, -0.35864], [0.47305, 2.64985, -0.83121], [0.43538, 1.94491, -2.31279], [-1.26063, 3.59368, -1.96448], [-1.91753, 2.58174, -0.67573], [-1.71791, 1.98806, -3.69060], [-3.16786, 2.25300, -2.74086], [-1.28342, -0.14769, -2.52215], [-2.86916, -0.10569, -3.30581], [-3.87647, -0.58540, -1.28897], [-3.15381, 0.83329, -0.55404], [-2.03806, -1.84721, -0.78915], [-2.43043, -1.03596, 0.56101], [0.37528, -0.47040, 2.52466], [1.08756, 0.54789, 3.19161], [1.69673, 1.80646, 2.08495], [2.26827, 2.63769, 2.67575], [1.41512, 1.49538, 0.92675], [-0.61577, -0.45727, 2.78414], [0.77525, -1.38934, 2.70879], [2.02014, 0.23388, 3.65658], [0.49512, 1.19818, 3.83623], [-1.09031, 1.12397, 0.99570], [-2.83838, 1.68800, 3.05944], [-1.35979, 2.89934, 2.85326], [-1.68924, 0.79456, 4.33217], [-4.29422, 2.23282, 4.07798], [-2.80981, -0.17489, 2.31933], [-3.54748, 2.13372, 1.34514]], "forces_ev_per_a": [[-0.114, 2.899, 4.240], [0.019, 0.275, 0.141], [0.045, -1.023, 0.501], [-0.856, -0.382, -1.171], [1.280, -1.433, 0.059], [-0.279, 0.173, -0.075], [1.333, -0.186, -1.086], [-0.474, 0.449, -0.578], [-0.313, -0.031, 0.210], [0.450, 0.886, -0.439], [-0.040, -0.070, -0.112], [-0.040, -0.010, 0.078], [-0.055, 0.083, -0.026], [-0.415, 0.181, 0.213], [0.026, -0.009, 0.155], [-0.052, 0.069, 0.024], [-0.091, 0.063, 0.029], [-0.288, 0.504, 0.347], [0.128, 0.049, -0.114], [-0.087, 0.011, -0.065], [0.011, 0.004, 0.119], [0.002, -0.029, 0.262], [0.371, -0.110, 0.472], [-0.972, 0.087, -0.134], [0.196, -0.180, 0.205], [-0.160, 0.232, 0.049], [-0.140, 0.611, -0.496], [0.237, -0.195, 0.104], [-0.051, -0.462, -0.232], [-0.010, -0.296, 0.396], [0.219, -0.116, 0.178], [0.210, -0.013, -0.204], [-0.035, 0.078, -0.021], [-0.021, 0.077, -0.081], [-0.151, -0.035, -0.182], [0.174, -0.151, -0.034], [0.200, -0.116, 0.163], [0.095, -0.227, 0.085], [0.363, 0.298, 0.131], [0.426, 0.184, 0.158], [0.112, 0.159, 0.039], [0.105, 0.442, -0.534], [0.041, -0.548, 3.481], [0.311, 0.591, -0.307], [-1.546, -2.069, -4.121], [0.007, -0.065, -0.229], [-0.209, 0.193, -0.162], [-0.062, -0.107, -0.124], [-0.089, -0.237, -0.174], [0.562, -0.545, -1.272], [1.361, -1.031, -0.988], [-1.654, -0.844, 0.267], [-1.117, 0.829, -0.725], [1.098, -0.451, -0.586], [-0.386, 1.603, 0.800], [0.328, -0.059, 1.363]]}

{"formula": "C15H28GeIMoNO2Se3", "method": "ωB97M-V/def2-TZVPD", "relative_energy_kj_mol": 123.7, "total_charge": 2, "homo_energy_ev": [-14.3, -14.6], "orbital_gap_ev": [6.61, 7.12], "spin_multiplicity": 3, "lumo_ev": [-7.725, -7.508], "s_squared": 2.04, "symbols": ["Mo", "O", "C", "C", "C", "O", "C", "Se", "C", "Se", "H", "H", "H", "H", "H", "H", "H", "H", "H", "H", "C", "Ge", "C", "C", "C", "Se", "C", "H", "H", "H", "H", "H", "H", "H", "H", "H", "H", "H", "H", "H", "H", "I", "C", "C", "C", "C", "N", "C", "H", "H", "H", "H"], "positions_angstrom": [[-0.01309, 0.02258, -0.28347], [-1.06217, 2.85561, 2.18620], [-0.17200, 2.62735, 3.26302], [0.80922, 1.51125, 2.93583], [1.76721, 1.45263, 4.15118], [2.68458, 0.39345, 3.93232], [1.73550, 1.82839, 1.75059], [0.91375, 2.17189, -0.02866], [0.18351, 0.11060, 2.87260], [-1.36443, -0.24532, 1.65987], [-1.65192, 3.57893, 2.42929], [-0.71370, 2.35033, 4.17442], [0.40890, 3.53100, 3.48065], [1.18369, 1.29832, 5.06294], [2.28932, 2.40985, 4.23790], [3.24937, 0.28959, 4.70517], [2.46852, 1.03680, 1.62678], [2.27854, 2.75270, 1.94776], [-0.22906, -0.14263, 3.84998], [0.94672, -0.62801, 2.65682], [-3.79455, -1.18716, -2.61452], [-2.81805, 0.39212, -3.15886], [-3.65621, 1.48118, -4.50647], [-2.35383, 1.43485, -1.55308], [-1.00932, -0.07980, -3.81668], [0.21097, -1.03815, -2.63175], [-0.64098, -2.79117, -2.51359], [-4.84665, -0.93718, -2.47854], [-3.42007, -1.57103, -1.66402], [-3.73273, -1.97395, -3.36592], [-4.64338, 1.79884, -4.17266], [-3.77316, 0.91876, -5.43216], [-3.05172, 2.36553, -4.70460], [-3.17122, 1.62323, -0.85949], [-1.83423, 2.36454, -1.77785], [-1.66642, 0.78205, -0.97354], [-0.46993, 0.84150, -4.04639], [-1.02609, -0.67317, -4.73184], [-1.42681, -2.81158, -1.76624], [0.14353, -3.50657, -2.28473], [-1.05114, -2.99208, -3.50004], [5.87438, -1.07008, -0.37834], [3.98136, -1.68291, 0.16937], [3.75964, -2.90055, 0.79980], [2.46348, -3.25223, 1.14315], [1.42904, -2.38790, 0.86096], [1.63910, -1.19926, 0.25188], [2.90034, -0.86432, -0.09605], [4.58523, -3.56551, 1.01713], [2.25103, -4.19043, 1.63633], [0.40844, -2.61922, 1.13353], [3.02751, 0.08631, -0.59599]], "forces_ev_per_a": [[0.113, 0.346, 0.093], [-0.015, 0.042, 0.078], [0.009, 0.090, 0.053], [0.136, -0.135, -0.082], [0.138, -0.069, -0.032], [-0.028, -0.014, 0.034], [-0.030, 0.129, -0.076], [-0.165, -0.351, 0.231], [-0.187, -0.054, 0.126], [0.284, 0.184, -0.098], [0.007, -0.034, -0.057], [-0.050, 0.019, -0.022], [-0.042, 0.021, 0.023], [-0.011, -0.039, 0.013], [-0.003, 0.017, 0.026], [0.008, 0.031, 0.002], [0.025, 0.004, 0.019], [-0.038, 0.040, -0.011], [-0.055, 0.050, -0.004], [0.030, -0.011, 0.029], [-0.059, -0.101, 0.033], [0.061, 0.033, 0.113], [-0.062, 0.068, -0.089], [0.065, 0.022, -0.055], [0.075, -0.012, -0.042], [0.062, -0.107, -0.314], [-0.011, 0.019, 0.025], [0.006, -0.007, 0.008], [-0.025, -0.038, -0.005], [-0.018, -0.009, 0.014], [0.004, 0.013, -0.008], [-0.006, 0.019, -0.006], [-0.032, 0.013, -0.038], [-0.010, 0.039, -0.024], [-0.004, 0.012, 0.030], [-0.399, 0.058, 0.030], [0.030, -0.017, -0.025], [0.015, -0.025, 0.012], [-0.014, 0.011, -0.005], [-0.005, -0.011, 0.011], [0.020, -0.033, -0.005], [0.123, 0.038, -0.033], [-0.007, 0.007, -0.009], [-0.019, -0.058, 0.020], [0.001, -0.041, 0.024], [0.029, 0.119, -0.043], [0.238, -0.262, 0.024], [-0.191, -0.021, 0.023], [-0.002, 0.010, 0.006], [0.011, 0.001, -0.005], [-0.011, -0.004, -0.008], [0.005, 0.000, -0.005]]}